No. 1
A structure of composition C29H52IN13O3ReSi4Te at a distorted geometry. Source: the OMol25 dataset; level of theory: the ωB97M-V functional and the def2-TZVPD basis.

The energy relative to the best compared isomer or geometry (same formula, charge and spin) is 2.274 eV. As for the spin multiplicity: 4. Its gap between HOMO and LUMO (spin up / spin down) is 7.14 / 5.36 eV.

Structure (XYZ):
```
104
Properties=species:S:1:pos:R:3:forces:R:3
Re -2.312607 -1.265940 -1.129139 -1.0 0.9 -2.8
N -0.783700 -0.482197 -4.152480 -1.0 -0.5 -0.5
C -1.973040 -1.206062 -4.210072 -1.0 0.7 -0.1
N -2.745168 -1.241877 -5.296889 0.3 -0.1 0.2
N -3.793714 -2.023411 -4.987389 1.8 -1.4 2.5
N -3.611191 -2.509987 -3.735894 -1.1 2.5 -1.6
N -2.541209 -1.843650 -3.184695 0.2 -1.4 -0.5
C 0.014077 -0.486895 -3.051389 1.9 -0.1 1.9
N 1.312267 -0.121894 -3.106033 -1.2 -1.0 2.3
N 1.749898 -0.279660 -1.781338 -2.0 -0.1 -0.2
N 0.765619 -0.668556 -0.988771 0.9 0.3 -2.1
N -0.360709 -0.852307 -1.753425 0.6 0.9 -1.7
H -0.349837 -0.412272 -5.067528 0.2 0.3 0.5
O -3.164730 0.548551 -1.893368 0.1 -0.1 -0.4
C -2.878073 1.653903 -1.072872 -1.1 0.2 -0.7
C -2.512499 1.223035 0.303217 0.2 0.3 -0.3
C -2.284506 2.219341 1.239430 0.7 -2.6 2.1
C -1.830514 1.795133 2.495835 -1.1 -0.4 -0.4
C -1.855508 0.403931 2.785734 0.4 1.1 1.4
C -2.106900 -0.504428 1.795307 0.8 -0.2 -1.0
N -2.280197 -0.111367 0.498620 -0.5 2.2 2.3
H -4.304665 0.318763 -1.982288 0.5 -0.4 0.4
H -3.742788 2.362897 -1.114890 0.4 -0.5 0.5
H -2.066210 2.223611 -1.493220 0.6 0.1 -0.3
H -2.420930 3.252804 1.119039 -0.2 1.1 -0.8
H -1.637510 2.594681 3.213696 0.2 -0.7 0.2
H -1.670831 0.059383 3.829554 -0.1 0.2 -1.1
H -1.986419 -1.591366 1.916433 -0.2 1.0 0.4
I -10.593004 -4.893239 -1.223788 0.2 0.3 0.4
C -9.051148 -3.524728 -0.816675 0.5 1.3 -0.4
C -9.126964 -2.235579 -1.381354 1.9 0.0 0.9
C -7.891862 -1.463154 -1.444417 -1.0 -1.1 0.4
C -6.725444 -1.918003 -0.807509 -0.8 -1.3 0.6
C -6.795709 -3.125893 0.000251 0.6 1.4 -0.3
C -7.909362 -3.916431 -0.069135 -1.2 0.9 -1.1
C -5.452346 -1.199660 -1.051258 3.7 0.5 0.0
O -5.450475 -0.195210 -1.840498 -0.7 -0.8 0.6
O -4.297599 -1.606186 -0.508845 -3.7 0.1 -0.9
H -10.094860 -1.803133 -1.625990 0.4 -0.2 -0.6
H -7.854427 -0.531883 -2.017932 -0.1 -0.4 0.3
H -6.013689 -3.402439 0.735414 -0.3 0.3 -1.0
H -8.010749 -4.812087 0.470464 0.3 -1.1 0.6
C 3.510598 4.441755 4.327429 0.4 1.1 0.5
Si 3.743737 5.018066 2.508214 -0.5 -0.5 0.0
C 5.493577 5.700275 2.213823 0.5 0.0 0.1
C 2.398185 6.289871 1.925550 0.5 0.6 0.4
Si 3.773284 2.965048 1.320086 -0.5 0.2 -0.7
Te 1.321680 2.876655 1.062387 -0.6 -0.3 0.3
Si 4.399035 1.003126 2.380460 -1.3 0.4 1.3
C 3.652259 1.097271 4.151940 -0.3 -0.5 -1.0
C 3.724862 -0.539477 1.521602 0.9 0.2 0.4
C 6.216080 1.006640 2.593643 1.0 -0.7 -0.8
Si 4.301035 3.123541 -0.970391 -0.5 -0.2 -2.0
C 5.174894 1.604338 -1.731060 0.5 -0.6 0.2
C 5.148969 4.751744 -1.367512 1.8 -0.5 0.5
C 2.724269 3.226066 -2.035204 -1.4 -1.0 2.0
H 3.923173 5.247813 4.993016 -0.2 -0.7 -0.4
H 4.046429 3.512141 4.528939 0.3 0.4 -0.1
H 2.502083 4.236965 4.707727 0.0 0.2 -0.5
H 6.238767 4.856413 2.097698 -0.8 0.9 0.0
H 5.807480 6.260732 3.109156 0.0 0.0 -0.3
H 5.550268 6.394043 1.336831 0.0 -0.7 0.6
H 2.847724 7.308057 2.273880 -1.0 -1.5 -1.0
H 1.371370 6.183174 2.339638 0.9 -0.1 0.3
H 2.190101 6.214734 0.829926 0.7 0.4 0.7
H 2.690687 1.596904 3.993186 0.1 0.4 0.5
H 4.303734 1.558108 4.900034 -0.3 0.0 -0.2
H 3.348761 0.103793 4.473782 0.3 -0.3 0.2
H 2.655390 -0.543645 1.450324 -0.8 -0.1 0.5
H 4.143013 -1.464124 1.987417 -0.4 0.6 -0.4
H 3.973882 -0.468573 0.478392 0.6 -0.3 -0.7
H 6.579110 1.367890 3.570632 -0.2 -0.3 -0.5
H 6.726974 1.556683 1.771158 -0.1 -0.5 0.6
H 6.354587 -0.098061 2.447048 0.8 0.8 0.4
H 5.689399 0.994751 -0.970924 0.0 0.2 -0.1
H 5.938280 1.802611 -2.523513 -0.7 0.1 0.6
H 4.418575 0.910943 -2.155658 0.2 0.6 0.2
H 5.975652 4.832197 -0.620071 -0.4 0.3 -0.4
H 4.452677 5.577930 -1.198463 0.2 0.0 -0.4
H 5.686632 4.732717 -2.357330 -1.0 0.3 0.7
H 2.045037 2.336550 -1.774884 0.9 1.1 -0.5
H 2.869044 3.195347 -3.097152 0.3 0.1 -0.6
H 2.159303 4.120012 -1.720627 0.1 -0.2 -0.4
C -0.251255 -4.858201 -2.520865 -0.8 -1.4 1.5
N -1.238835 -4.456963 -1.523634 -1.1 0.7 0.7
C -2.653323 -4.787948 -1.839623 -0.8 2.5 -0.7
C -1.018239 -3.844314 -0.349970 0.4 1.1 0.1
N -1.861565 -2.807205 -0.000411 0.7 -3.3 1.8
N 0.066609 -4.178490 0.400198 -0.4 0.2 0.3
C 0.558337 -5.581296 0.441533 -1.3 -0.4 -0.2
C 0.585681 -3.232667 1.484822 -0.8 -0.6 -1.4
H -0.495619 -4.339457 -3.431047 0.3 0.2 -0.5
H -0.496910 -5.938594 -2.602467 0.9 0.4 -0.7
H 0.759382 -4.709859 -2.131307 -0.2 0.1 -0.4
H -2.604013 -5.585809 -2.531265 -0.2 -1.1 -0.5
H -3.286542 -3.963703 -2.359729 1.5 -1.2 0.8
H -3.214423 -5.026901 -0.946219 0.2 -0.4 0.3
H -2.316529 -2.937759 0.940427 0.9 0.1 -1.4
H -0.138368 -6.290120 -0.129727 1.0 1.3 0.5
H 0.416583 -5.911647 1.487543 0.7 0.1 -0.4
H 1.595037 -5.680528 0.061895 -0.6 0.0 0.4
H -0.148193 -3.179257 2.320405 0.4 0.3 -0.6
H 0.853999 -2.261824 0.976982 -0.5 -0.9 0.8
H 1.456824 -3.745020 1.867414 0.4 0.2 0.1
```
Positions in Å, forces in eV/Å.



No. 2
A cluster of 2 separate species, C29H52N3O10 in total at a distorted geometry. Source: the OMol25 dataset; level of theory: the ωB97M-V functional and the def2-TZVPD basis.

As for the charge: +1. Its gap between HOMO and LUMO is 8.95 eV.

Structure (XYZ):
```
94
Properties=species:S:1:pos:R:3:forces:R:3
C -6.217365 -8.076630 5.874549 0.3 0.4 -0.1
C -5.483930 -6.733206 5.904887 -0.5 -0.9 -0.1
O -5.279395 -6.289083 4.572813 0.3 0.3 0.4
C -4.566151 -5.069951 4.576673 -0.3 -0.1 -0.6
C -4.288580 -4.716674 3.135991 0.2 0.7 0.3
O -3.846140 -3.351800 3.129520 0.4 -0.5 -0.3
C -3.517948 -2.922143 1.822185 -0.8 0.5 0.1
C -2.189492 -2.193494 1.803116 0.2 -0.2 0.1
O -2.262420 -1.030510 0.976823 0.1 0.0 -0.2
C -1.023937 -0.750394 0.345449 -0.5 0.0 0.5
C -1.008926 0.754184 0.133220 -0.1 -0.4 0.0
C -0.534430 1.529268 1.341127 -0.5 0.0 -0.6
O -1.065155 2.831663 1.244695 -0.2 0.1 -0.2
C -0.865008 3.462824 -0.012091 1.2 0.6 -0.1
C -0.098639 4.788306 0.251945 -0.3 -0.3 0.0
C 1.085493 4.574059 1.182714 0.1 -0.2 0.2
C 0.251848 5.548556 -1.027544 -0.1 1.1 0.5
C 0.669803 7.005378 -0.677836 -0.1 -0.5 0.2
C -0.020856 2.670403 -1.035107 -0.5 0.5 0.1
N -0.372636 1.209146 -1.172892 -0.1 0.4 0.6
C 0.814876 0.445762 -1.675119 0.4 0.0 -0.4
C 2.054229 0.342467 -0.813918 0.1 -0.3 0.5
C 3.081251 -0.489634 -1.585705 0.1 -1.0 -1.5
O 2.879686 -0.815616 -2.747193 0.3 0.6 1.6
N 4.298385 -0.827400 -0.904549 -1.0 1.7 0.1
C 5.318460 0.100563 -1.416229 -0.8 -2.2 0.0
C 5.676185 1.236863 -0.787486 -0.8 0.5 1.7
C 6.599023 2.062501 -1.342311 0.2 1.2 0.8
C 7.146769 1.730111 -2.528926 1.6 1.7 -0.7
C 6.819847 0.580257 -3.150712 0.6 -0.6 -1.6
C 5.904765 -0.240067 -2.594461 -0.5 -1.5 -0.7
C -1.511496 1.105975 -2.174924 -0.1 -0.7 -1.0
O -1.031522 1.007415 -3.466802 -0.2 0.3 0.3
C -1.378324 -0.220895 -4.088642 0.3 -0.5 0.0
O -0.698580 -0.224906 -5.277847 -0.4 0.1 0.0
C -1.030903 -1.332352 -6.118183 0.5 0.1 -0.6
C 0.204638 -2.188079 -6.385688 -0.1 -0.2 -0.4
O 0.875841 -1.804185 -7.571146 0.2 0.3 0.0
H -6.933033 -8.119473 6.688329 -0.1 -0.1 0.0
H -6.730094 -8.164718 4.922080 -0.2 -0.1 0.0
H -5.522014 -8.902175 5.975810 0.0 -0.2 -0.1
H -4.525946 -6.878948 6.409646 0.1 0.4 0.1
H -6.103993 -6.020621 6.453423 0.2 0.3 0.0
H -5.161385 -4.250385 4.990792 0.0 -0.1 0.3
H -3.630844 -5.166612 5.131821 0.1 0.1 0.1
H -3.500084 -5.350565 2.730899 0.0 -0.2 -0.2
H -5.196281 -4.787615 2.536587 -0.1 -0.3 0.0
H -3.507544 -3.747880 1.113214 0.1 -0.2 0.0
H -4.314759 -2.255103 1.479344 0.1 0.2 -0.1
H -1.433058 -2.881132 1.421266 0.2 0.1 -0.1
H -1.885703 -1.907157 2.810476 -0.1 0.0 0.1
H -0.238596 -1.028512 1.047926 0.5 -0.1 -0.3
H -0.980197 -1.336577 -0.575110 0.4 0.0 -0.1
H -2.050842 1.048986 0.021856 -0.2 0.0 0.0
H -0.989575 1.054242 2.205865 0.0 0.1 0.1
H 0.540425 1.512250 1.478937 0.3 0.1 -0.1
H -1.805223 3.766569 -0.475553 -0.4 -0.4 0.2
H -0.810260 5.407488 0.799022 -0.1 0.1 0.0
H 0.768483 4.187279 2.147176 -0.2 -0.1 0.1
H 1.814873 3.858352 0.795594 0.2 0.1 -0.2
H 1.590208 5.510408 1.391355 0.2 0.1 -0.2
H 1.042389 5.075011 -1.605494 0.0 -0.2 -0.1
H -0.638435 5.655709 -1.644629 -0.1 -0.4 -0.3
H -0.036938 7.720946 -1.079287 0.1 0.2 -0.3
H 0.624613 7.143699 0.398091 0.1 0.1 0.2
H 1.681449 7.234034 -0.993430 0.0 0.2 -0.1
H -0.206189 3.125286 -2.001822 0.1 0.0 -0.2
H 1.030357 2.827189 -0.828988 0.2 -0.6 0.2
H 0.504217 -0.539780 -1.996877 -0.2 -0.1 0.1
H 1.158929 0.936307 -2.579388 -0.4 0.1 -0.2
H 1.914319 -0.101729 0.170516 -0.2 -0.2 0.1
H 2.516897 1.310788 -0.619827 0.1 0.1 -0.1
H 4.136721 -0.594169 0.075486 0.3 -0.2 0.0
H 5.227797 1.480841 0.154260 -0.2 0.2 0.5
H 6.871255 2.981854 -0.854785 0.1 0.2 0.2
H 7.862435 2.407359 -2.972162 0.1 0.0 -0.1
H 7.276096 0.324515 -4.092057 0.1 -0.1 -0.2
H 5.622993 -1.161425 -3.073415 -0.1 -0.2 -0.1
H -2.148285 1.977258 -2.058491 0.1 0.3 0.2
H -2.110226 0.228272 -1.937272 0.1 -0.2 0.3
H -2.469027 -0.300991 -4.201808 0.0 0.2 -0.2
H -1.060250 -1.074957 -3.461426 0.1 0.1 0.2
H -1.874957 -1.920576 -5.757000 0.0 0.1 0.3
H -1.308306 -0.908695 -7.081851 -0.3 0.1 0.0
H -0.057309 -3.244548 -6.472544 -0.1 -0.1 0.3
H 0.920448 -2.046785 -5.582472 0.1 -0.1 0.2
H 0.347951 -2.036083 -8.341949 0.0 -0.1 0.1
C 2.822866 2.535468 4.550262 0.2 0.1 0.0
N 2.385492 1.403506 3.688664 0.4 -0.1 0.1
O 3.238105 0.746092 3.128728 0.1 0.1 -0.2
O 1.196964 1.194197 3.600432 -0.3 0.0 0.2
H 3.905164 2.586377 4.527264 0.0 -0.1 0.0
H 2.377854 3.440958 4.147365 -0.1 0.0 0.1
H 2.460786 2.337289 5.554752 -0.1 0.0 0.0
```
Positions in Å, forces in eV/Å.